The following is a DFT calculation (ωB97M-V/def2-TZVPD) of C18H56AsF6O10 as an isolated structure.

Last column: Mulliken charge in e.
Element x y z (Å)
As 0.460 -0.344 0.235  2.15
F -0.004 -0.832 -1.429  -0.51
F 2.193 -0.704 -0.145  -0.56
F 0.915 0.029 1.935  -0.50
F -1.263 -0.033 0.585  -0.51
F 0.209 -2.058 0.711  -0.57
F 0.616 1.377 -0.341  -0.43
C 0.325 -5.523 -1.014  -1.16
C 1.156 -4.628 -1.933  1.02
C 2.506 -4.197 -1.335  -1.08
O 1.468 -5.308 -3.112  -0.59
H 0.206 -5.040 -0.044  0.11
H 0.803 -6.489 -0.853  0.37
H -0.671 -5.705 -1.418  0.31
H 0.562 -3.753 -2.197  -0.07
H 3.121 -5.042 -1.026  0.37
H 2.324 -3.710 -0.377  0.08
H 3.094 -3.477 -1.904  0.32
H 0.791 -5.057 -3.745  0.36
C -4.027 1.080 -0.946  -0.94
C -5.210 2.059 -0.721  0.58
C -6.456 1.742 -1.664  -1.47
O -5.590 1.915 0.647  -0.59
H -3.067 1.454 -0.590  0.02
H -3.893 0.734 -1.971  0.45
H -4.259 0.136 -0.454  0.33
H -4.935 3.080 -0.988  0.12
H -7.130 2.598 -1.626  0.37
H -7.036 0.912 -1.260  0.34
H -6.185 1.476 -2.686  0.36
H -4.908 2.311 1.194  0.40
C -2.077 -4.224 4.266  -1.57
C -1.205 -3.152 3.549  0.81
C -0.103 -2.534 4.465  -0.89
O -0.526 -3.766 2.468  -0.51
H -3.022 -4.502 3.798  0.38
H -2.389 -3.880 5.252  0.37
H -1.635 -5.215 4.365  0.35
H -1.964 -2.437 3.232  0.08
H -0.511 -2.271 5.441  0.40
H 0.288 -1.652 3.957  0.01
H 0.751 -3.192 4.628  0.30
H 0.036 -3.101 2.063  0.32
C 0.932 1.490 -4.097  -0.92
C 2.185 2.363 -3.968  0.56
C 3.077 2.080 -2.740  -1.09
O 2.935 2.145 -5.123  -0.58
H 0.208 1.546 -3.285  0.02
H 1.144 0.428 -4.225  0.16
H 0.374 1.773 -4.990  0.49
H 1.888 3.409 -3.900  0.16
H 2.563 2.242 -1.792  0.04
H 4.005 2.633 -2.886  0.41
H 3.372 1.031 -2.750  0.28
H 3.646 2.790 -5.111  0.34
C -2.488 2.784 2.219  -0.01
O -3.779 2.472 2.598  -0.59
H -2.545 3.013 1.155  -0.01
H -2.094 3.571 2.862  0.31
H -1.885 1.880 2.302  0.03
H -3.676 2.148 3.496  0.28
C 4.230 -0.992 2.408  -0.29
O 4.208 -1.830 1.339  -0.55
H 3.221 -0.743 2.735  -0.08
H 4.779 -1.469 3.219  0.36
H 4.718 -0.035 2.219  0.15
H 3.512 -1.500 0.765  0.36
C -0.571 -1.405 -4.750  -0.63
O -0.442 -1.034 -6.129  -0.59
H 0.429 -1.689 -4.425  0.31
H -0.980 -0.567 -4.186  0.24
H -1.159 -2.307 -4.575  0.39
H 0.432 -0.700 -6.346  0.34
C -0.879 3.919 -1.937  -0.54
O -0.264 3.813 -0.686  -0.55
H -1.846 4.415 -1.849  0.32
H -0.185 4.431 -2.603  0.27
H -1.044 2.928 -2.359  0.09
H -0.104 2.874 -0.561  0.47
C 1.038 2.933 4.243  -0.69
O 2.248 2.977 5.010  -0.57
H 0.154 2.865 4.876  0.39
H 1.040 3.815 3.603  0.34
H 0.983 2.047 3.610  0.24
H 2.320 2.143 5.479  0.29
C 3.416 2.517 1.711  -0.27
O 3.903 3.481 2.644  -0.62
H 2.812 1.736 2.174  -0.11
H 2.861 3.039 0.932  0.29
H 4.271 1.993 1.284  0.26
H 3.284 3.473 3.378  0.39

The charge is -1. As for the multiplicity: 1. The value obtained for the HOMO-LUMO gap is 9.70 eV. Its relative energy (zero: lowest compared OMol25 entry of this formula, charge and spin) is 2.784 eV. As for the HOMO energy: -7.5 eV. As for the total energy: -117195.717 eV.

---

The following is a DFT calculation (ωB97M-V/def2-TZVPD) of a 11-piece molecular cluster, C18H56IN20O14P overall.

Last column: Mulliken charge in e.
Element x y z (Å)
C 0.414 -4.799 0.701  -0.59
O 0.269 -3.823 1.732  -0.40
C -0.857 -2.984 1.524  0.36
C -1.621 -2.783 2.828  -0.80
C -2.435 -1.485 2.844  -1.12
C -1.582 -0.214 3.038  -0.01
C -0.566 -0.349 4.186  -0.75
C 0.898 -0.293 3.818  0.61
O 1.733 -1.029 4.393  -0.64
O 1.341 0.633 2.880  -0.30
C 2.084 0.085 1.813  -0.65
P 0.937 0.125 0.338  0.48
O 1.590 -0.870 -0.790  -0.53
I 1.186 2.473 -0.441  -0.19
H 0.322 -4.309 -0.272  0.28
H 1.390 -5.257 0.794  0.15
H -0.354 -5.567 0.815  0.29
H -1.524 -3.373 0.754  0.54
H -0.509 -1.998 1.178  -0.57
H -0.954 -2.910 3.679  0.48
H -2.333 -3.608 2.882  0.47
H -3.144 -1.547 3.674  0.33
H -3.010 -1.428 1.921  0.34
H -2.270 0.592 3.303  0.39
H -1.141 0.088 2.092  -0.10
H -0.728 0.469 4.893  0.39
H -0.696 -1.276 4.729  0.45
H 2.424 -0.938 1.986  0.38
H 2.969 0.687 1.607  0.47
H 0.829 -1.278 -1.221  0.34
C 3.049 6.528 2.035  0.56
O 3.004 7.724 2.285  -0.69
N 2.092 5.907 1.272  -0.27
N 4.041 5.713 2.485  -0.24
H 2.117 4.928 1.055  0.07
H 1.341 6.470 0.921  0.18
H 4.766 6.118 3.043  0.18
H 4.080 4.734 2.282  0.16
C 2.697 -7.919 -0.316  0.57
O 1.661 -7.278 -0.377  -0.64
N 3.396 -8.099 0.838  -0.28
N 3.255 -8.517 -1.419  -0.37
H 4.250 -8.631 0.889  0.23
H 3.033 -7.675 1.671  0.18
H 2.776 -8.409 -2.293  0.21
H 4.112 -9.034 -1.387  0.16
C -5.030 -3.956 0.637  0.57
O -3.967 -3.816 1.217  -0.52
N -5.872 -5.007 0.889  -0.44
N -5.463 -3.075 -0.310  -0.35
H -6.748 -5.135 0.421  0.15
H -5.582 -5.672 1.580  0.22
H -4.870 -2.291 -0.514  0.21
H -6.334 -3.173 -0.796  0.16
C -1.214 3.276 -4.112  0.75
O -1.772 3.352 -3.020  -0.71
N 0.005 2.695 -4.261  -0.23
N -1.774 3.777 -5.250  -0.32
H 0.492 2.628 -5.134  0.16
H 0.444 2.343 -3.433  0.01
H -2.674 4.222 -5.176  0.20
H -1.329 3.723 -6.146  0.15
C -4.517 1.741 -0.756  0.57
O -3.708 0.858 -0.507  -0.68
N -4.436 2.540 -1.855  -0.10
N -5.588 2.005 0.058  -0.28
H -5.105 3.256 -2.052  0.08
H -3.658 2.405 -2.484  0.11
H -5.691 1.445 0.883  0.20
H -6.258 2.733 -0.123  0.13
C -5.662 3.693 -5.630  0.69
O -4.765 4.410 -6.041  -0.69
N -6.182 2.672 -6.372  -0.40
N -6.218 3.854 -4.391  -0.38
H -6.918 2.074 -6.048  0.16
H -5.797 2.524 -7.286  0.22
H -5.863 4.599 -3.821  0.22
H -6.954 3.273 -4.039  0.16
C 7.647 4.540 3.015  0.60
O 6.493 4.931 3.088  -0.62
N 8.691 5.387 2.774  -0.39
N 7.985 3.226 3.167  -0.39
H 9.643 5.084 2.711  0.17
H 8.476 6.360 2.657  0.22
H 7.242 2.576 3.347  0.21
H 8.926 2.889 3.109  0.17
C 3.232 4.217 -4.641  0.68
O 2.659 3.391 -5.331  -0.66
N 3.382 4.091 -3.289  -0.25
N 3.784 5.348 -5.176  -0.40
H 3.869 4.769 -2.735  0.15
H 2.995 3.282 -2.825  0.09
H 3.698 5.479 -6.166  0.22
H 4.259 6.040 -4.629  0.16
C -6.444 5.474 1.349  0.66
O -7.215 4.606 0.966  -0.67
N -5.263 5.181 1.962  -0.35
N -6.705 6.805 1.186  -0.39
H -4.618 5.879 2.279  0.16
H -5.037 4.211 2.088  0.21
H -7.566 7.055 0.738  0.22
H -6.083 7.529 1.493  0.16
C 6.285 -10.973 1.064  0.67
O 6.189 -9.762 1.200  -0.65
N 5.333 -11.724 0.432  -0.34
N 7.356 -11.672 1.538  -0.43
H 5.404 -12.716 0.317  0.17
H 4.525 -11.248 0.076  0.18
H 8.073 -11.153 2.009  0.22
H 7.454 -12.664 1.438  0.16

As for the multiplicity: 1. The value obtained for the HOMO-LUMO gap is 8.62 eV. As for the HOMO energy: -8.2 eV. The SMILES is COCCCCCC(=O)OCP(O)I.NC(N)=O.NC(N)=O.NC(N)=O.NC(N)=O.NC(N)=O.NC(N)=O.NC(N)=O.NC(N)=O.NC(N)=O.NC(N)=O. As for the total energy: -95441.588 eV.

---

The following is a DFT calculation (ωB97M-V/def2-TZVPD) of a 10-piece molecular cluster, C18H56O10 overall.

Last column: Mulliken charge in e.
Element x y z (Å)
C -6.541 24.848 -6.873  -0.22
O -6.079 25.172 -8.169  -0.53
H -6.897 23.827 -6.691  0.35
H -5.763 24.869 -6.105  0.09
H -7.362 25.483 -6.528  0.00
H -6.613 24.632 -8.758  0.32
C -6.589 25.137 -2.969  0.01
O -7.951 25.458 -2.667  0.12
H -6.419 25.439 -4.006  -0.26
H -5.974 25.733 -2.302  0.29
H -6.504 24.052 -2.881  -0.12
H -8.470 25.035 -3.369  0.13
C -5.144 22.584 -0.234  -0.21
O -4.301 23.527 -0.899  -0.44
H -4.754 21.572 -0.142  0.34
H -5.298 23.011 0.759  0.15
H -6.087 22.624 -0.783  -0.05
H -3.536 23.150 -1.335  0.25
C -11.133 26.017 -0.653  -0.72
O -9.991 26.722 -1.033  -0.50
H -10.880 25.255 0.111  0.28
H -11.866 26.576 -0.071  0.39
H -11.585 25.322 -1.367  0.18
H -9.641 26.363 -1.856  0.26
C -5.588 20.815 -3.977  -0.31
O -4.502 20.000 -4.318  -0.55
H -6.120 21.071 -4.897  0.20
H -6.322 20.270 -3.369  0.28
H -5.404 21.760 -3.457  0.05
H -3.839 20.092 -3.627  0.32
C -7.618 28.353 -5.058  -0.42
O -7.400 28.810 -6.390  -0.57
H -6.937 28.889 -4.392  0.38
H -8.642 28.577 -4.761  0.19
H -7.474 27.282 -4.896  0.08
H -6.567 28.406 -6.658  0.32
C -3.554 29.256 -4.475  -1.11
C -2.792 27.990 -4.742  0.32
C -3.650 26.748 -4.327  -0.72
O -2.452 27.827 -6.096  -0.56
H -3.678 29.512 -3.427  0.36
H -4.497 29.370 -5.024  0.11
H -3.026 30.019 -5.065  0.36
H -1.890 27.966 -4.134  0.32
H -3.008 25.866 -4.333  0.28
H -4.528 26.683 -4.973  -0.03
H -4.072 26.710 -3.318  0.33
H -3.230 27.623 -6.623  0.35
C -11.128 22.257 -4.767  -1.49
C -10.256 23.178 -3.826  1.15
C -9.296 22.286 -3.099  -1.23
O -9.455 24.064 -4.605  -0.33
H -10.547 21.860 -5.599  0.30
H -11.905 22.838 -5.273  0.37
H -11.589 21.509 -4.127  0.43
H -10.937 23.674 -3.131  -0.23
H -8.817 22.869 -2.301  0.15
H -8.533 21.912 -3.778  0.23
H -9.779 21.510 -2.505  0.48
H -10.042 24.552 -5.198  0.05
C -6.619 25.485 2.917  -1.42
C -6.409 26.450 1.719  0.44
C -7.415 26.239 0.634  -0.67
O -6.405 27.768 2.199  -0.55
H -5.723 25.365 3.527  0.32
H -6.971 24.476 2.698  0.31
H -7.359 25.964 3.567  0.45
H -5.435 26.117 1.347  0.23
H -8.457 26.243 0.957  0.27
H -7.246 25.277 0.135  0.01
H -7.358 26.898 -0.234  0.24
H -7.069 27.897 2.879  0.34
C -11.509 27.028 -4.535  -0.78
C -11.791 26.384 -5.888  0.57
C -12.654 27.233 -6.851  -1.57
O -10.511 26.153 -6.522  -0.51
H -11.213 28.077 -4.529  0.39
H -10.693 26.513 -4.023  -0.05
H -12.371 26.893 -3.875  0.40
H -12.315 25.434 -5.786  0.05
H -13.598 27.433 -6.334  0.40
H -12.934 26.637 -7.718  0.39
H -12.250 28.208 -7.121  0.41
H -10.228 27.019 -6.835  0.33

As for the multiplicity: 1. The value obtained for the HOMO-LUMO gap is 10.11 eV. Its relative energy (zero: lowest compared OMol25 entry of this formula, charge and spin) is 5.093 eV. As for the HOMO energy: -9.8 eV. The SMILES is CC(C)O.CC(C)O.CC(C)O.CC(C)O.CO.CO.CO.CO.CO.CO. As for the total energy: -40044.926 eV.

---

Number 1: E_LUMO 2.18 eV. Number 2: E_LUMO 0.44 eV. Number 3: E_LUMO 0.32 eV.